# 1
ORCA calculation (ωB97M-V/def2-TZVPD) on C6H14O in the gas phase.

```
! wB97M-V def2-TZVPD RIJCOSX def2/J DEFGRID3
* xyz 0 1
C 2.565 -1.265 -0.611
O 1.231 -1.114 -0.194
C 0.824 0.232 -0.117
C -0.678 0.311 0.164
C -1.042 1.786 0.357
C -1.452 -0.266 -1.027
C -1.012 -0.478 1.435
H 3.201 -0.446 -0.243
H 2.647 -1.298 -1.707
H 2.941 -2.206 -0.200
H 1.051 0.764 -1.058
H 1.382 0.740 0.691
H -0.503 2.219 1.209
H -2.115 1.897 0.550
H -0.799 2.378 -0.534
H -1.172 -1.309 -1.204
H -1.244 0.304 -1.942
H -2.532 -0.222 -0.843
H -0.715 -1.526 1.330
H -2.089 -0.440 1.640
H -0.489 -0.060 2.304
*
```

Summary:
Calculated total energy = -8496.307 eV
SMILES = COCC(C)(C)C
Relative energy (zero: lowest compared OMol25 entry of this formula, charge and spin) = 0.586 eV
Largest force on an atom = 0.284 eV/Å

Now the natural (NBO) charges, all in e: -0.244 -0.552 -0.048 -0.083 -0.603 -0.606 -0.606 0.166 0.168 0.190 0.164 0.163 0.207 0.213 0.207 0.221 0.203 0.206 0.224 0.205 0.204

---

# 2
ORCA calculation (ωB97M-V/def2-TZVPD) on a molecular structure, C13H51N21O11Si2.

```
! wB97M-V def2-TZVPD RIJCOSX def2/J DEFGRID3
* xyz 0 1
C -1.052 4.795 0.501
C 0.280 4.173 0.702
N 0.928 4.459 1.749
C 0.869 3.232 -0.346
Si -0.320 2.548 -1.655
O 0.359 2.329 -3.183
Si 1.126 3.617 -3.939
H -1.071 5.226 -0.494
H -1.254 5.540 1.252
H -1.820 4.026 0.529
H 1.830 3.983 1.734
H 1.222 2.370 0.208
H 1.746 3.721 -0.756
H -1.575 3.312 -1.770
H -0.709 1.204 -1.200
H 0.267 4.283 -4.936
H 1.536 4.637 -2.949
H 2.319 3.084 -4.612
C 0.418 -2.076 -3.886
O 0.519 -3.268 -3.638
N -0.366 -1.611 -4.902
N 1.071 -1.118 -3.170
H -0.466 -0.638 -5.123
H -0.862 -2.292 -5.447
H 1.649 -1.424 -2.412
H 0.988 -0.133 -3.359
C -1.274 6.966 4.940
O -1.718 7.594 5.892
N -1.190 7.515 3.686
N -0.831 5.688 5.036
H -0.817 7.019 2.899
H -1.518 8.455 3.567
H -0.853 5.237 5.946
H -0.473 5.178 4.247
C -0.887 -6.346 -0.919
O -0.946 -7.139 0.018
N -1.740 -6.389 -1.976
N 0.040 -5.349 -0.977
H -1.718 -5.743 -2.750
H -2.459 -7.089 -1.959
H 0.688 -5.272 -0.216
H 0.108 -4.696 -1.743
C 5.034 2.071 -6.433
O 4.590 2.810 -5.572
N 5.105 2.439 -7.748
N 5.495 0.814 -6.152
H 5.466 1.849 -8.473
H 4.775 3.356 -7.985
H 5.457 0.516 -5.196
H 5.864 0.190 -6.844
C 0.569 3.309 7.727
O -0.043 4.307 7.384
N -0.061 2.141 8.050
N 1.930 3.291 7.818
H 0.420 1.311 8.340
H -1.063 2.133 8.003
H 2.415 4.139 7.589
H 2.457 2.488 8.102
C 0.727 -10.402 -1.932
O 1.315 -11.478 -1.986
N -0.188 -10.034 -2.874
N 0.932 -9.490 -0.946
H -0.680 -9.159 -2.852
H -0.367 -10.680 -3.619
H 1.599 -9.716 -0.235
H 0.445 -8.610 -0.895
C -4.270 10.921 6.186
O -5.351 10.382 6.343
N -3.093 10.234 6.179
N -4.158 12.279 6.001
H -2.200 10.668 6.051
H -3.123 9.235 6.309
H -5.006 12.812 6.001
H -3.284 12.750 5.871
C -3.663 -3.694 -3.853
O -3.118 -4.787 -3.906
N -4.590 -3.300 -4.775
N -3.384 -2.790 -2.871
H -5.053 -2.412 -4.751
H -4.814 -3.948 -5.506
H -2.705 -3.053 -2.181
H -3.817 -1.888 -2.807
C 5.287 -11.356 -0.624
O 6.505 -11.315 -0.586
N 4.577 -11.389 -1.785
N 4.521 -11.378 0.514
H 3.571 -11.416 -1.822
H 5.098 -11.386 -2.642
H 5.003 -11.360 1.392
H 3.520 -11.431 0.502
C -2.568 1.310 1.862
O -2.537 1.359 0.642
N -1.576 0.719 2.593
N -3.592 1.845 2.588
H -1.577 0.670 3.594
H -0.811 0.315 2.086
H -4.334 2.288 2.078
H -3.636 1.823 3.589
*
```

Summary:
Calculated total energy = -83890.693 eV
Largest force on an atom = 1.133 eV/Å

Now the Löwdin charges, all in e: -0.067 -0.489 0.124 -0.239 0.530 -0.527 0.553 0.074 0.057 0.065 0.053 0.069 0.065 -0.006 -0.024 -0.068 -0.055 -0.068 -0.681 0.008 0.159 0.166 0.094 0.102 0.103 0.070 -0.671 0.010 0.151 0.163 0.065 0.096 0.057 0.075 -0.693 -0.011 0.163 0.164 0.059 0.105 0.100 0.065 -0.683 -0.004 0.147 0.148 0.091 0.102 0.102 0.092 -0.659 0.019 0.152 0.156 0.093 0.104 0.109 0.094 -0.672 -0.006 0.157 0.177 0.083 0.102 0.096 0.062 -0.691 0.017 0.154 0.133 0.089 0.071 0.095 0.083 -0.670 0.009 0.153 0.167 0.094 0.104 0.104 0.097 -0.693 0.010 0.160 0.143 0.057 0.101 0.096 0.081 -0.682 -0.016 0.157 0.158 0.093 0.101 0.106 0.096

---

Among the records above, which one has the lowest calculated total energy? C13H51N21O11Si2

---

Which value of largest force on an atom does entry 1 give? 0.284 eV/Å

---

calculated total energy of number 1 (C6H14O)? -8496.307 eV